DFT (ωB97M-V/def2-TZVPD) results for a 9-piece molecular cluster, C49H141N19O16P8 overall.

As for the charge: -1. As for the HOMO energy (alpha / beta): -0.61 / -4.42 eV. The calculation puts the HOMO-LUMO gap (alpha / beta) at 2.1225 / 5.9270 eV. As for the spin multiplicity: 2. The LUMO energy (alpha / beta) comes out at 1.51 / 1.51 eV. As for the strongest force on any atom: 0.11854 hartree/bohr.

XYZ file:
```
233
Properties=species:S:1:pos:R:3:forces:R:3
C 6.65521 5.63795 2.85577 -0.382 -0.534 -0.252
P 7.28941 3.13879 4.04661 0.944 1.156 0.301
H 3.86756 -0.68927 -4.24934 0.332 0.187 0.247
C 5.19804 2.42244 2.40935 -0.702 0.189 -0.449
H 0.70008 -3.59125 1.78145 -0.673 -0.082 0.054
C 3.00965 -0.34880 -3.66954 -0.991 0.960 -1.323
H -1.26450 1.13241 3.61814 -0.291 -0.387 0.947
C 3.56610 5.46853 -4.67109 0.488 0.596 -0.018
H 8.51305 2.14791 1.83953 -0.092 -0.197 0.164
H 3.18226 -6.86036 -1.79302 0.436 -0.136 -0.087
H -10.21468 -0.84049 1.31663 -0.322 -0.030 0.225
C -0.21493 -5.83716 -0.34541 0.752 -1.035 -0.038
P -0.71430 0.96614 0.74613 -0.791 1.425 -0.033
O -1.97128 1.05793 1.81384 1.140 0.311 -2.670
N -8.75945 0.63702 1.57783 0.325 3.339 -0.332
H 8.87147 6.41413 3.92596 0.013 0.075 0.078
H 2.50760 5.69736 -4.54736 -0.136 -0.048 0.349
N -2.52674 -4.38940 -8.13901 -2.221 -1.562 -1.021
C -8.57446 3.62796 0.13576 1.380 -3.128 0.321
H 6.90548 4.37464 6.64060 -0.230 0.120 0.686
C -3.27344 0.09835 3.63694 2.136 -0.833 0.392
H 3.66730 8.07646 -3.90704 -0.051 -0.266 -0.819
H -2.63698 -3.70657 5.05401 0.016 0.423 -0.318
C -2.33197 -5.02499 -4.68830 1.687 0.534 -1.691
H 0.56595 -7.12496 -7.94132 -0.117 -0.068 0.749
H 5.44977 7.75311 -4.30905 -0.253 0.674 -0.287
H 7.16811 1.55978 0.83168 -0.189 -0.158 0.297
C 0.91430 -4.38258 2.49979 0.422 0.176 -0.807
C 6.02581 1.71843 5.81190 0.293 -1.100 0.866
C 4.58632 7.53605 -3.68020 0.260 -0.290 0.938
C -6.21246 -2.76011 10.66913 0.265 -1.519 0.711
H -1.00001 -6.52325 -8.47258 -0.026 -0.242 -0.110
C -1.68221 -3.42376 5.49735 -0.405 -0.644 0.701
C -2.53370 -1.22380 -1.22443 0.162 1.148 -1.787
H -1.28153 -2.46402 5.17108 -0.401 0.005 -0.195
H -1.80108 0.58077 -7.42695 0.213 -0.115 -0.092
H -3.96274 -0.36773 2.93285 0.189 0.214 -0.176
C -5.32684 -3.93597 10.13286 -1.350 0.365 0.786
O 8.57916 2.46217 4.43462 -1.285 1.096 -0.488
H -2.67438 -2.26140 -4.40657 -0.162 -0.274 0.260
H 4.04268 -8.13875 -0.84937 0.069 -0.081 -0.203
H -4.05412 -4.94367 -6.64364 0.121 0.322 -0.272
H -5.62518 -1.93830 11.07880 0.222 0.021 -0.543
H -4.65536 -4.35245 10.88369 0.416 0.540 0.104
H -3.33537 1.88222 8.28148 0.346 0.632 -0.736
H 5.61511 5.32125 2.93324 0.116 -0.639 -0.281
H -4.89833 0.94047 -0.64337 0.277 -0.598 -0.809
H -3.17903 -4.67898 -10.18105 0.240 -0.742 0.315
H -6.73323 -3.13593 11.54985 -0.328 -0.141 0.008
H -0.89678 -3.03788 7.40732 -0.087 0.414 0.343
P -7.70035 0.87751 0.29935 1.437 2.412 0.337
C -2.95818 -2.84819 -5.28020 0.219 0.903 -1.928
C 0.64299 0.12511 -7.94820 -0.308 0.906 -0.197
H 3.93257 6.04625 -0.12151 -0.372 0.401 -0.682
H -3.46213 -6.30918 -7.53933 0.634 -0.066 0.041
H 2.74471 -8.81536 1.37682 -0.339 -0.167 0.132
H -1.71042 0.59897 -5.67810 -0.187 0.318 -0.010
C -9.24998 -0.66671 1.79333 -0.317 -0.975 0.751
H 1.83696 -4.94564 -6.64217 0.132 0.287 0.013
H 6.14651 4.43620 -5.32636 0.420 0.204 -0.382
H 1.75619 2.71908 1.47308 0.818 -0.108 0.480
H 0.63431 6.76991 2.70530 -0.147 -0.548 -0.250
O 2.38694 1.89693 -5.96530 -0.495 0.189 0.468
H -3.93095 -3.33737 -5.23013 -0.404 0.553 0.498
H 7.22750 2.23784 -3.05542 -0.269 -0.041 -0.231
H -0.13205 -6.30305 0.63651 -0.366 0.132 0.135
H 7.44360 3.28890 1.06676 0.331 0.086 -0.845
P -1.26925 -3.99216 -7.18463 -0.567 -2.992 3.054
H 4.60907 1.74065 3.02285 0.249 0.364 0.686
H 2.91055 -0.98063 -2.78690 -0.570 -0.221 -0.149
H 4.77213 3.42521 2.37540 -0.299 0.010 0.455
H 3.12515 0.67397 -3.31079 0.371 -0.047 -0.093
O -0.55924 -2.83928 -7.65666 0.990 2.271 -0.758
H 4.76924 7.91782 -2.67577 0.534 -0.157 0.068
O -2.91379 -2.56869 7.38362 -0.835 0.079 0.400
H 3.67528 4.39821 -4.84598 0.147 -0.154 0.881
H 9.47043 4.83143 4.50041 0.003 -0.034 -0.256
C -0.01673 -6.21992 -8.11307 -0.756 -0.558 -1.180
H -0.13864 -6.66584 -1.04938 -0.480 -0.369 -0.280
H 2.35599 -8.36929 -1.47791 0.298 -0.439 -0.298
H 0.07586 -5.04539 2.71379 -0.374 0.351 0.053
H 0.92947 1.43973 4.28549 -1.408 0.474 -0.357
H 1.15963 -8.69458 0.44444 0.505 -0.968 -0.441
H -4.06178 0.63926 0.75657 -0.294 -0.489 0.731
C -1.22197 0.95787 -6.58403 -0.753 0.933 0.111
H 1.04308 -4.99986 -2.62164 -0.422 0.118 -0.474
C 1.46496 2.15044 3.65602 0.943 -0.922 -0.568
H 5.47162 4.96417 5.77358 0.129 0.128 0.101
H -1.18945 -5.36413 -0.46649 0.219 0.428 0.076
H -3.49505 -3.16469 -9.56971 0.265 0.544 0.223
H -2.12620 -0.20588 9.22863 0.160 -0.104 -0.245
C -2.72242 -3.93257 -9.53107 -0.544 -0.069 -0.181
H 1.22810 -3.86373 3.40557 0.057 -0.180 0.072
N 4.41269 6.09974 -3.61315 0.254 -1.658 -0.405
H 1.48294 -0.56947 -7.93591 0.198 0.413 0.430
H -2.08594 -4.76637 -3.65840 0.230 0.131 -0.026
H 1.13420 -6.22459 -5.64168 0.000 -0.062 0.187
H 2.90226 2.67531 -1.24934 -0.126 -0.117 0.379
H -1.89962 -1.49484 -2.06857 0.289 0.164 -0.121
H 0.26440 3.13843 2.03037 -0.820 -0.296 0.515
N 5.91048 3.85882 -3.39998 -0.575 0.389 1.455
C 0.99969 2.34476 2.16279 0.698 1.998 1.583
H -8.67946 2.65767 2.61558 0.655 -0.495 -0.534
C 2.96340 3.42471 -2.03848 0.988 0.363 1.013
P 2.35541 -5.44937 0.31636 -0.524 -0.267 0.647
H 6.22497 0.90912 5.10945 -0.474 0.227 -0.454
H 3.77661 -6.19415 2.61487 -0.530 -0.644 -0.001
H -3.38707 -5.29818 -4.70323 -0.088 -0.058 -0.231
H -1.17015 2.04424 -6.65624 -1.244 0.362 0.193
C 1.02017 -4.29286 -1.79234 2.228 0.008 -0.115
H 0.13827 3.89227 -3.54714 0.128 0.357 -0.073
N 6.62551 2.45813 2.67930 -1.436 -1.182 1.632
H 1.15054 -1.79217 -6.05487 -0.556 0.384 0.169
O -1.60361 5.19078 2.94011 -3.030 -3.196 -4.215
H -4.52503 -5.26156 -8.32750 0.137 0.645 -0.113
H 6.83671 1.56354 6.52362 0.021 0.034 0.570
H -8.15851 4.44229 -0.45749 -0.819 0.126 -0.074
H -4.33040 0.87976 7.33682 -0.158 -0.681 0.444
O -0.80194 1.94130 -0.40997 0.067 -2.282 2.671
H -1.51955 -2.47646 0.05882 0.641 0.098 0.496
O -2.34737 -2.94575 9.86793 -0.214 0.027 -0.313
H -8.14769 1.41937 -2.42343 -0.014 -0.057 0.261
C -1.84254 -3.41629 7.01947 1.796 -0.332 -0.532
H 6.80278 3.18330 -1.68051 0.308 -0.236 0.428
C -3.36752 0.88279 7.84766 0.057 2.037 0.121
N 3.84660 4.50791 -1.60284 1.135 -0.563 0.370
H 0.39268 -3.42281 -1.98563 -0.660 -0.307 0.454
C -3.16450 0.09473 9.08841 -0.139 -1.909 0.671
H 0.83229 1.00781 -8.55902 0.908 0.266 0.046
C -5.02975 0.42065 0.30564 -0.196 1.620 -1.195
C 5.91224 4.10594 6.28092 0.318 -0.293 -1.789
C -0.21120 6.95154 3.36880 -0.711 -0.438 2.465
H -0.86064 7.72510 2.95899 -0.246 -0.099 -0.383
O 3.61651 -4.82702 -0.12059 -0.287 0.382 -0.535
N 0.12442 0.56732 -6.62791 3.550 -1.831 0.770
H 5.18885 3.79050 7.03278 0.389 -0.167 0.106
O 5.99558 6.01178 -1.49899 -0.112 -1.092 -0.813
C 0.07954 3.40102 -4.51839 -0.245 -0.914 1.083
H 2.26893 5.29561 -0.30353 -0.116 0.447 -0.948
O -7.62657 -0.24859 -0.64207 -0.405 -0.377 -0.027
C -3.69118 -5.24702 -7.62565 0.964 0.322 -0.391
O 0.62796 1.09593 1.68254 -2.450 -2.444 -1.934
H -9.29989 -0.74608 2.87929 -0.456 -0.656 0.107
N 2.47012 -7.11485 0.10684 -1.026 -0.460 3.016
H -3.43159 0.50826 10.06091 -0.137 0.929 -0.434
H 1.71436 3.00082 4.29065 -0.323 0.346 -0.584
H -5.84918 -4.81878 9.76421 -0.866 0.175 0.483
H -10.21091 2.03432 2.62095 -0.420 -0.924 -0.177
C 1.91913 -8.18830 1.04022 -0.344 1.265 -1.791
H 0.79129 3.85125 -5.21036 -0.091 -0.345 -0.010
C 3.08392 -7.66882 -1.06857 -0.701 0.548 -0.134
C -9.17737 1.68807 2.62335 1.055 -1.110 -0.652
C 6.81486 4.15406 -4.51285 -0.784 1.035 -0.790
H -6.47903 2.32743 2.71765 0.278 0.010 0.029
H 4.93207 2.04046 1.42373 0.828 -0.096 -0.404
H 3.52698 4.58822 0.51328 0.249 -0.858 0.059
C -8.64958 2.20454 -1.85800 -0.472 -0.551 0.219
H -0.97279 -4.19522 5.19792 0.146 -0.012 0.147
C 8.89204 5.34200 3.73042 0.110 -0.154 -0.541
H -1.08534 2.13609 -2.75188 0.561 0.331 0.344
C 0.93164 -5.27133 -6.12990 -0.270 0.861 0.809
H -5.67400 3.26495 1.39943 -0.572 0.160 -0.240
H -3.75309 0.88869 4.21436 0.278 0.218 -0.402
H 9.27955 5.16102 2.72784 1.114 0.362 0.028
H -1.19391 -0.47782 2.92728 -0.394 -0.446 0.223
H -1.69120 -5.82065 -5.06837 -0.261 -0.456 0.540
H -0.08174 0.75757 -2.56955 -0.412 -0.502 -0.365
H 5.66535 2.02188 -2.23989 -0.439 0.052 -0.490
P -3.39063 -2.58197 8.89660 -1.305 1.551 1.198
C -5.77174 2.29594 1.88888 0.197 -1.303 -1.650
H -9.69613 1.93580 -1.71446 -0.560 0.196 -1.204
H 2.34417 1.50619 3.65120 0.811 0.366 -0.525
H 2.67674 -5.56695 3.90738 0.272 0.030 -0.048
H 2.24130 -2.41929 -4.94727 0.862 0.395 0.175
H -2.95913 -0.67519 4.33762 -0.757 -0.268 0.523
H -2.52045 -1.26715 0.87509 -0.270 -0.371 0.172
H -2.59601 0.79966 7.08218 0.072 -0.180 0.256
H -4.73643 2.14099 2.19255 -0.220 -0.354 0.533
H 3.41955 2.87217 -2.85990 -0.706 0.541 -0.614
H -2.97112 -2.16924 -6.13283 -0.326 0.480 0.110
C 1.44640 -1.67631 -5.01221 -0.065 -0.711 -0.382
H -5.28678 -0.62288 0.12373 0.273 0.093 0.252
H -0.95948 3.49696 -4.83354 -0.010 0.235 -0.427
N 0.95705 -5.02281 -0.56328 -0.387 0.840 1.768
N -6.12363 1.16242 0.92330 -1.361 0.508 1.895
O -4.70332 -3.54065 8.96095 2.642 1.694 -2.164
C 6.38771 2.75736 -2.59396 0.866 -0.052 1.532
N 1.84265 -0.34264 -4.62476 -0.179 0.779 0.372
H 6.53160 6.67090 3.18111 0.819 0.215 0.246
H 0.71990 -2.13735 -4.34308 -0.700 0.243 0.012
O -1.12671 5.49183 5.04842 -0.070 -0.378 2.811
H 0.48221 -5.80210 -8.98748 0.233 0.705 -0.055
H 7.02355 5.59635 1.83074 -0.520 0.436 -0.430
H -8.86884 1.20663 3.55132 -0.546 0.257 0.364
C -0.59645 1.34937 -3.32648 -0.645 0.889 0.957
N 7.56087 4.82308 3.63079 -1.481 -2.082 2.455
P 5.19914 5.13708 -2.40987 -2.105 1.234 -1.741
H -9.63287 3.46672 0.34041 -0.290 1.369 -0.136
H 3.78913 -4.56716 2.83191 -0.117 0.519 0.799
H -3.45647 -1.76609 -1.43061 0.049 -0.609 0.947
H -6.95767 -2.41766 9.95115 0.291 -0.003 -0.088
H -0.06659 -0.36326 -8.61611 -0.747 -0.463 0.899
H -1.84169 -3.60920 -10.08591 0.208 0.164 0.699
H 0.15989 7.33915 4.31757 0.344 0.258 -0.113
N -8.18555 2.32079 -0.50354 1.711 0.101 0.907
H 3.80547 5.83386 -5.66976 0.333 0.590 -0.060
N 2.01619 -5.16277 1.95872 0.020 -1.098 -0.993
H 1.21785 -7.89794 1.82252 0.937 0.940 0.524
H 5.06083 1.60177 6.30516 -0.008 -0.358 -0.009
H -2.86898 -0.20133 -1.39835 0.364 0.305 0.176
N -1.01893 5.75581 3.83235 3.956 4.172 -0.324
C 3.34768 5.16732 -0.39259 1.153 -0.274 1.031
O -4.02322 -1.06824 9.08309 0.379 -3.107 -0.487
H -1.51525 0.97015 -3.77382 0.336 -1.076 -0.369
N -0.19746 -5.37096 -6.97431 -2.205 0.336 -1.309
H -1.89978 -4.39114 7.50371 -0.556 -0.229 -0.377
H 7.56121 4.93636 -4.37475 -0.219 0.451 0.488
N -2.02823 -3.87739 -5.63091 0.822 -1.928 1.064
H 7.44071 3.33259 -4.86157 -0.613 -0.566 0.393
C 3.09143 -5.40065 2.91316 0.795 0.249 -0.924
H -8.49237 3.14022 -2.39456 -0.279 0.092 0.048
P 1.26472 1.12636 -5.37910 -0.793 -2.200 -0.478
H 2.03143 -3.89136 -1.72716 0.160 0.353 -0.622
H 1.98961 3.91291 -2.07718 -0.336 -0.707 -1.021
N 6.08395 3.02535 5.26083 0.361 1.477 -1.616
C 7.47407 2.31511 1.55554 0.997 1.044 -0.958
H -8.01841 3.60318 1.07293 -0.258 0.594 0.058
H 0.55149 -4.53195 -5.42497 1.116 0.071 0.746
H -8.59357 -1.45649 1.42798 0.223 0.240 -0.054
N 0.34187 1.96235 -4.21590 1.557 0.233 -2.404
C -1.80363 -1.42418 0.06910 -2.326 -0.788 0.832
O -0.72077 -0.61446 0.39608 2.137 1.422 -0.393
C -1.84024 0.38863 3.06731 -0.898 1.353 -0.160
```
Forces are in eV/Å.